Entry 1:
A molecular structure, C20H40Br20 in a non-equilibrium geometry. Source: the OMol25 dataset; level of theory: the ωB97M-V functional and the def2-TZVPD basis.

- HOMO-LUMO gap (eV) = 7.5
- calculated total energy (a.u.) = -52264.83928
- E_HOMO (Ha) = -0.2828
- energy relative to the best compared isomer or geometry (same formula, charge and spin) (kJ/mol) = 4075.4
- spin multiplicity = 1

Last column: Mulliken charge in e.
Element x y z (Å)
H -1.791 -1.472 -2.935  0.42
Br -2.475 2.542 -0.452  -0.15
H -2.168 -1.099 3.364  0.00
C 0.382 0.341 -0.504  1.51
H -1.212 -2.445 3.967  0.72
Br -5.983 -0.533 0.446  -0.11
C 0.954 -2.626 1.182  -0.47
C 4.181 0.944 -1.355  0.67
H 5.721 0.770 -2.804  0.51
H -0.493 -4.033 0.370  1.23
Br 5.647 -0.910 0.527  -0.12
C -2.327 2.418 2.153  1.01
H -1.141 -1.152 -1.326  0.27
Br -2.167 -0.049 1.016  1.14
C -2.061 -1.276 -1.897  -0.36
H -3.621 -2.850 -2.002  0.61
C -4.156 1.538 -0.351  -0.81
C 1.060 -0.968 -2.874  1.13
H -0.277 0.568 4.421  0.98
H -0.138 3.875 -3.745  0.53
C -4.274 0.354 0.690  -0.29
H -4.525 1.172 -1.309  0.49
H -4.261 2.905 3.127  0.46
C 1.969 -2.087 -2.470  -0.73
Br 2.748 -1.810 -0.628  -0.11
H 1.627 1.534 -3.094  -1.58
Br 0.100 -1.451 -4.441  -0.09
Br -1.537 -4.176 -1.746  -0.15
H 1.447 0.470 -0.700  1.13
Br -1.880 -2.492 1.798  -0.36
H -3.507 -0.408 0.547  -0.50
H -2.859 3.558 3.922  0.54
Br 0.916 3.947 -1.342  -0.17
H 1.427 -3.026 -2.357  0.54
H 0.333 -0.771 -2.086  0.44
C 1.187 2.281 -3.755  0.77
C -2.719 -2.615 -1.437  -0.01
H 4.316 -0.538 2.727  0.61
H 1.563 -0.032 -3.119  -2.05
Br 1.465 0.444 2.474  0.05
Br -0.687 1.219 -1.944  -0.11
H -0.668 -2.337 -0.312  -2.77
Br 0.102 1.468 -5.216  -0.12
C -0.414 -2.960 0.545  2.03
Br 1.330 -1.332 5.100  -0.11
Br 3.494 0.198 -4.018  -0.03
Br -3.331 0.215 -2.012  -0.13
C -0.219 0.675 0.859  -1.68
C -0.165 -0.463 4.084  0.98
Br 2.411 1.530 -0.908  0.23
H 2.632 -0.064 0.436  -3.99
H 0.342 0.196 1.661  -0.96
H 0.310 -0.370 3.108  -1.36
H 3.991 -0.119 -1.204  -0.86
H -4.910 2.282 -0.094  0.66
Br 2.165 -4.140 0.893  -0.06
C -3.222 2.688 3.375  -1.06
H -0.320 1.752 0.995  1.70
Br -0.416 2.312 2.659  -0.17
H 3.398 1.315 1.271  0.86
Br -3.319 1.099 4.598  -0.08
H 4.881 1.403 -0.658  0.82
H -0.628 2.559 -2.543  -0.07
H 3.562 -1.790 1.720  0.50
H 2.771 -2.083 -3.208  0.73
H 1.453 -1.670 1.022  -0.58
C 4.697 1.140 -2.743  -0.95
Br -2.150 -1.215 5.913  -0.17
H 4.792 2.157 -3.122  0.44
H 2.024 2.698 -4.314  0.59
H 0.837 -2.605 2.265  0.49
H -2.363 3.182 1.377  0.64
H -2.799 -2.479 -0.358  -0.05
H 0.185 -0.688 -0.803  -0.98
H -2.684 1.534 1.625  -2.48
H -4.395 0.623 1.740  0.23
C 3.071 0.281 1.373  2.48
C 4.042 -0.812 1.709  -1.01
C 0.170 3.148 -2.994  -0.37
C -1.441 -1.390 4.122  -0.94

***

Entry 2:
A molecular structure, C30H33CsN3O2P in a non-equilibrium geometry. Source: the OMol25 dataset; level of theory: the ωB97M-V functional and the def2-TZVPD basis.

- HOMO-LUMO gap (alpha / beta) (eV) = 4.3 / 1.5
- calculated total energy (a.u.) = -1838.97922
- E_HOMO (alpha / beta) (Ha) = -0.0365 / 0.0671
- energy relative to the best compared isomer or geometry (same formula, charge and spin) (kJ/mol) = 40.5
- total charge = -2
- spin multiplicity = 1

Last column: Mulliken charge in e.
Element x y z (Å)
H 21.469 10.853 10.393  0.36
H 23.243 5.851 12.014  0.23
C 21.485 5.712 13.301  -0.83
C 10.983 10.407 13.322  -0.56
H 11.677 9.765 13.892  0.28
H 21.949 6.243 9.987  0.26
C 20.772 7.943 6.213  -0.74
H 19.499 11.309 7.618  0.48
H 16.349 6.017 13.724  0.41
H 9.380 7.760 11.245  0.27
N 17.956 6.390 12.333  0.36
C 20.113 6.043 13.410  -0.25
P 11.931 9.211 10.939  -0.01
H 8.333 12.296 11.134  0.19
H 14.654 4.991 8.186  0.14
N 20.238 10.028 9.080  0.38
C 19.982 7.592 8.954  0.08
C 11.811 7.438 8.752  -0.41
C 17.189 6.213 11.262  -0.95
H 10.152 11.519 14.966  0.30
H 9.340 5.202 7.918  0.22
C 9.852 6.023 8.485  -0.20
H 21.135 9.009 10.601  0.31
H 20.110 5.453 8.432  0.39
H 8.944 13.127 13.466  0.42
H 20.879 10.062 6.675  0.34
H 9.678 10.524 10.169  0.44
H 17.546 7.033 14.262  0.40
H 20.932 11.983 8.389  0.32
C 20.234 8.915 8.343  0.44
H 20.565 5.832 6.049  0.38
H 11.443 6.062 7.061  0.27
C 9.970 7.384 10.402  -0.16
C 22.118 5.971 12.044  -0.40
C 11.099 6.458 8.057  -0.58
H 17.524 6.342 10.246  0.52
H 8.198 6.288 9.800  0.33
H 12.759 7.855 8.405  0.34
C 20.785 9.983 10.451  -0.90
C 20.766 9.026 7.049  -0.41
C 19.368 6.438 12.294  0.34
C 9.257 6.438 9.667  -0.73
O 14.088 9.626 8.054  -0.81
C 20.046 11.341 8.572  -1.30
H 20.115 10.039 11.279  0.20
H 12.307 11.338 9.849  0.64
C 21.452 6.324 10.943  -0.79
C 11.165 7.960 9.998  0.46
C 9.336 12.208 13.103  -0.81
C 10.165 11.363 13.879  -0.22
O 14.544 9.911 10.250  -0.87
H 14.983 5.745 8.088  -0.14
H 19.416 11.890 9.259  0.41
C 20.044 6.765 11.082  0.01
C 10.881 10.213 11.959  0.34
H 16.137 5.828 11.356  0.09
C 9.111 11.790 11.787  -0.35
H 11.763 10.192 8.665  0.37
H 21.140 7.950 5.198  0.35
C 20.443 6.671 6.709  -0.88
C 12.334 10.304 9.576  -0.60
C 20.121 6.497 8.089  -0.15
H 19.606 5.962 14.414  0.33
C 17.381 6.097 13.743  -1.27
C 13.780 9.940 9.234  0.28
H 22.005 5.196 14.076  0.39
C 9.823 10.798 11.166  -0.81
H 17.837 5.204 14.187  0.38
Cs 16.859 8.902 9.103  1.00
N 19.473 7.618 10.210  -0.27

***

Entry 3:
A single C19H20N2O4 molecule. Source: the OMol25 dataset; level of theory: the ωB97M-V functional and the def2-TZVPD basis.

- HOMO-LUMO gap (eV) = 9.4
- calculated total energy (a.u.) = -1146.57580
- E_HOMO (Ha) = -0.3227
- energy relative to the best compared isomer or geometry (same formula, charge and spin) (kJ/mol) = 25.1
- spin multiplicity = 1
- structure (SMILES) = CC[C@H](NC(=O)c1ccccc1NC(=O)c1ccc(C)cc1)C(=O)O

Last column: Mulliken charge in e.
Element x y z (Å)
C 0.230 -1.397 -4.046  -0.94
H 2.901 4.159 3.719  0.35
C -1.564 0.159 -2.637  -0.51
O 1.665 -0.530 0.872  -0.71
H 0.945 -1.994 -4.594  0.36
H 2.106 1.745 1.345  0.43
C -1.469 0.285 -4.008  -0.68
N -0.669 -2.097 0.033  -0.08
H 1.604 3.374 -0.463  0.35
O -1.199 0.103 0.210  -0.68
H -1.689 -4.727 3.599  0.39
C -0.893 -0.851 -0.480  0.66
C 0.027 -1.820 3.644  -0.56
C -0.776 -0.766 -1.958  0.28
H 0.794 -2.220 -2.160  0.49
C -0.452 -0.336 -6.217  -1.44
H -0.594 -3.176 5.177  0.41
H -0.321 2.188 0.531  0.14
H 0.540 -1.158 4.326  0.55
O 2.658 3.664 2.919  -0.43
H -1.723 -4.214 1.189  0.40
H -0.130 0.860 3.056  0.33
H -0.644 -2.877 -0.606  0.32
O 1.231 2.643 4.293  -0.58
C 0.133 -1.538 -2.675  -0.58
H 1.608 4.546 0.855  0.31
H -2.252 0.769 -2.070  0.46
H -2.093 0.999 -4.526  0.38
C -1.215 -3.829 3.234  -0.55
H -0.094 -1.253 -6.679  0.37
C -1.231 -3.545 1.881  -0.51
C -0.574 -0.494 -4.733  0.98
H 0.252 4.491 -0.274  0.39
C -0.619 -2.393 1.399  0.09
H -0.424 3.384 1.828  0.38
C 1.697 2.778 3.192  0.30
N 0.626 0.781 2.393  -0.15
C 0.978 3.887 0.263  -1.34
H 0.259 0.458 -6.447  0.28
H -1.409 -0.066 -6.658  0.38
C 0.035 -1.533 2.285  0.67
C 1.245 2.010 1.967  -0.06
C 0.840 -0.388 1.755  0.33
C -0.598 -2.959 4.120  -0.77
C 0.263 2.876 1.146  -0.19

***

Entry 4:
A gas-phase ion, C5H13N2O (charge -2) in a non-equilibrium geometry. Source: the OMol25 dataset; level of theory: the ωB97M-V functional and the def2-TZVPD basis.

- HOMO-LUMO gap (alpha / beta) (eV) = 2.6 / 6.8
- calculated total energy (a.u.) = -382.87529
- E_HOMO (alpha / beta) (Ha) = 0.1525 / -0.0047
- energy relative to the best compared isomer or geometry (same formula, charge and spin) (kJ/mol) = 57.9
- total charge = -2
- spin multiplicity = 2

Last column: Mulliken charge in e.
Element x y z (Å)
H 1.383 1.954 0.263  0.20
N 0.442 -1.398 -1.750  0.51
H -2.459 1.597 -0.253  0.49
H 0.101 -0.313 1.527  0.14
H -1.384 -1.563 -0.781  0.52
H -0.063 1.169 -0.922  0.28
H -2.426 0.060 0.660  0.36
H -1.259 -0.391 -2.103  0.54
H 0.365 -3.498 -1.469  0.74
H 1.921 -2.802 -1.302  1.10
C 0.870 -2.620 -1.046  -3.60
C -0.522 0.414 -0.269  0.74
C -1.831 0.929 0.354  -1.55
H 1.225 -0.775 -1.764  0.22
C 1.153 1.436 1.223  -0.61
C -0.770 -0.772 -1.197  -2.41
H -1.530 1.515 1.201  0.24
O 0.369 2.194 2.026  -0.91
N 0.504 0.167 0.725  0.18
H 0.681 -2.555 0.029  0.56
H 2.055 1.101 1.759  0.26

***

Entry 5:
8 unconnected molecules or ions with the total composition C45H62ClO17P in a non-equilibrium geometry. Source: the OMol25 dataset; level of theory: the ωB97M-V functional and the def2-TZVPD basis.

- HOMO-LUMO gap (eV) = 7.7
- calculated total energy (a.u.) = -3832.40001
- E_HOMO (Ha) = -0.3138
- spin multiplicity = 1
- structure (SMILES) = CCCCCCCC1=CC(=O)c2cccc(P(O)Cl)c2C1=O.O=C1CCCO1.O=C1CCCO1.O=C1CCCO1.O=C1CCCO1.O=C1CCCO1.O=C1CCCO1.O=C1CCCO1

Last column: Mulliken charge in e.
Element x y z (Å)
H 2.894 4.799 11.178  0.32
H 1.067 -4.777 -7.415  0.28
C -0.775 1.457 -6.801  -0.56
H 0.651 -1.418 -1.929  0.44
H 3.375 3.442 -1.067  0.31
C -0.324 5.370 2.184  -0.91
H -0.936 -0.415 -7.835  0.04
O 2.075 2.800 -2.549  -0.32
O -3.418 0.265 -4.953  -0.59
C -0.863 7.149 7.101  -0.46
C -0.293 -5.434 -5.853  -0.71
O 0.402 -2.095 -6.693  -0.63
C -1.065 -0.526 -3.026  -0.08
C 0.121 -4.481 -6.955  -0.41
H -1.378 -5.383 -5.713  0.30
O -3.088 5.885 0.547  -0.57
C -2.696 -4.409 1.776  -0.08
H -2.191 -0.604 -3.178  0.10
C 0.322 -3.194 -6.201  0.44
H 0.298 1.274 -6.723  0.29
H -1.565 7.740 6.512  0.36
H -1.772 -7.544 1.498  0.29
O 0.445 -3.442 -4.871  -0.27
H 3.479 5.212 -2.641  0.30
H -0.919 -3.094 -0.452  0.02
C -0.492 -1.318 -1.759  0.16
H -0.378 -3.527 -2.164  -0.21
C 1.449 4.944 -3.283  -0.39
H 2.311 5.909 -1.511  0.34
H -2.581 4.799 -2.136  0.39
H -3.397 -3.812 1.189  0.01
C -1.701 2.039 0.111  0.05
H -3.562 -6.155 0.881  0.29
H -3.807 -6.085 2.630  0.36
C 2.420 3.727 -1.512  0.07
C 1.136 3.179 2.926  -0.72
C 3.014 4.023 10.420  -0.45
O -2.127 0.902 0.411  -0.51
H -3.487 1.226 -7.638  0.30
C -2.581 -3.025 -1.995  -0.44
H 3.425 -5.489 -1.228  0.26
C -0.710 1.059 -2.831  0.60
C -2.028 1.981 -2.670  -0.13
C 1.670 2.378 9.590  0.46
O 0.288 -5.872 0.920  -0.64
H -1.470 -6.655 3.029  0.28
O -1.409 -4.398 1.146  -0.24
H 0.366 4.915 8.371  0.01
H -2.084 2.723 -3.550  0.15
O 0.422 7.155 6.469  -0.39
H -2.601 -3.965 2.771  0.29
O 2.126 5.667 6.257  -0.63
H -1.730 5.394 6.224  0.25
O 1.665 -0.140 3.140  -0.46
H 1.962 2.738 3.574  0.40
H -0.578 6.485 2.258  0.38
H 3.081 2.590 12.016  0.26
H 3.037 -8.478 -0.833  0.26
C 1.003 5.933 6.616  0.54
H 4.678 -6.675 -0.843  0.36
C -1.768 -6.567 1.981  -0.39
C -2.038 2.793 -1.280  -0.01
H -4.229 -2.483 -0.451  0.35
H 3.572 1.499 9.221  0.26
C -2.623 0.566 -5.808  0.31
Cl 2.072 0.321 0.113  -0.23
H 2.001 -1.037 2.881  0.36
C -3.100 -5.864 1.829  -0.64
O 0.748 1.847 9.029  -0.58
C 3.762 -6.514 -1.414  -0.59
H 0.056 1.220 -1.982  0.08
C -1.111 4.464 1.211  0.81
C 2.918 1.692 10.075  -0.34
H -0.135 -5.069 -3.721  0.34
C 2.490 5.074 -2.191  -0.61
C -2.835 0.421 -7.290  -0.66
C 1.476 3.468 -3.570  0.61
H -0.174 1.409 -3.787  -0.22
H 0.063 4.012 6.850  0.32
H 1.719 5.521 -4.167  0.37
H -0.571 -0.837 -4.011  -0.31
C -0.796 2.922 1.123  0.08
C -1.428 0.563 -7.828  -0.34
H -0.658 -4.376 -7.710  0.31
H -0.766 7.600 8.093  0.25
C -1.265 5.694 7.168  -0.60
C -2.333 4.194 -1.187  -0.41
H 1.432 -5.223 -4.546  -0.04
H -2.870 -4.098 -1.674  0.35
H 4.591 2.672 11.100  0.33
H 2.679 0.764 10.594  0.28
H -1.971 5.479 7.973  0.34
O 1.741 3.715 9.839  -0.29
C 0.407 -4.858 -4.645  0.02
H -0.939 2.519 -7.008  0.35
H 4.620 -7.560 -3.120  0.27
H -3.262 -0.553 -7.532  0.30
C 3.504 2.723 11.015  -0.52
C -1.050 -2.814 -1.578  0.18
O -1.410 1.131 -5.558  0.15
C 0.330 2.233 1.957  0.34
H 4.296 -5.835 -3.405  0.35
C -2.282 4.984 0.223  -0.04
C -0.832 -5.620 1.283  0.38
H 2.029 -7.107 -0.257  0.04
H -2.739 -2.998 -3.142  0.22
C 1.879 -7.549 -2.357  0.57
H 3.676 4.395 9.633  0.27
H -0.028 -6.474 -6.049  0.34
H -0.609 -0.784 -0.757  -0.49
H 1.391 5.367 3.771  0.51
O 0.765 -7.989 -2.488  -0.63
O 2.634 -7.075 -3.386  -0.36
H -1.384 0.968 -8.841  0.41
C 3.938 -6.734 -2.899  -0.39
H 0.452 5.221 -2.930  0.13
H -2.967 1.335 -2.720  0.43
O 1.006 2.930 -4.541  -0.62
H 1.645 3.690 -0.739  -0.13
C 0.067 4.994 7.324  0.04
C -3.621 -2.008 -1.310  -0.74
C 0.804 4.706 3.041  -0.42
C 2.651 -7.483 -1.069  -0.06
P 0.735 0.393 1.799  0.26
H -4.414 -1.724 -2.105  0.26
H -3.119 -1.022 -1.009  -0.06